Run w
Density functional theory data (ωB97M-V with the def2-TZVPD basis set) for a cluster of 2 separate species, C5H15N3 in total.

Each line ends with the Löwdin charge.
Atoms and positions in Å:
C -0.1190 -0.2739 -1.5923  -0.105
C 2.1180 -0.0229 -0.6408  -0.062
C 0.9259 -2.1854 -0.1500  -0.103
C -0.8150 2.2213 1.5053  -0.114
C 0.7618 -0.8027 -0.5629  -0.433
N -2.2802 0.3651 0.7945  0.032
N 0.0344 0.0581 1.1339  0.044
N -1.0080 0.9186 0.8648  -0.451
H 0.3866 0.0833 -2.5905  0.118
H -0.8256 -0.9807 -2.0536  0.075
H -0.7456 0.4877 -1.0823  0.060
H 2.6336 -0.2588 0.2365  0.052
H 1.9815 1.0208 -0.7294  0.054
H 2.5384 -0.2734 -1.6332  0.089
H 1.5599 -2.7981 -0.8307  0.098
H 1.3779 -2.3221 0.7969  0.063
H 0.0837 -2.9174 -0.1706  0.095
H 0.1495 2.6422 0.9772  0.094
H -1.7052 2.9308 1.2150  0.091
H -0.6783 2.2385 2.7026  0.100
H -2.8489 0.5819 -0.0186  0.077
H -2.8126 0.6053 1.6262  0.073
H -0.3417 -0.8397 1.4377  0.052

Computed properties:
- HOMO (eV) = -7.5
- E_LUMO (eV) = 0.890
- net charge = 0
- spin multiplicity = 1
- HOMO-LUMO gap (eV) = 8.410

Run x
Density functional theory data (ωB97M-V with the def2-TZVPD basis set) for the molecule C5H15N3.

Each line ends with the Löwdin charge.
Atoms and positions in Å:
C 0.5102 0.1370 0.8859  -0.220
N 1.4304 -0.1151 -0.2028  -0.076
C 2.4428 -1.1361 -0.0104  -0.321
N 2.3001 -2.3250 -0.8594  -0.006
C -0.7232 0.9165 0.4242  -0.442
C -1.5665 0.1077 -0.5317  -0.242
C -2.6627 0.9201 -1.2306  -0.106
N -1.4978 1.3261 1.5783  0.050
H 0.1985 -0.8336 1.2772  0.122
H 0.9598 0.6907 1.7150  0.112
H 1.8306 0.7310 -0.5826  0.106
H 3.4236 -0.7188 -0.2358  0.109
H 2.4229 -1.4808 1.0208  0.105
H 2.5209 -2.0543 -1.8138  0.054
H 1.3152 -2.5799 -0.8881  0.056
H -0.3254 1.7662 -0.1674  0.140
H -2.0289 -0.7350 -0.0002  0.118
H -0.8991 -0.3122 -1.2883  0.102
H -2.2458 1.8060 -1.7086  0.074
H -3.1468 0.2784 -1.9734  0.070
H -3.4725 1.2048 -0.5520  0.062
H -1.3268 2.2698 1.8898  0.073
H -2.4919 1.2076 1.4501  0.060

Computed properties:
- HOMO (eV) = -8.7
- SMILES = CC[C@@H](N)CNCN
- E_LUMO (eV) = 1.088
- net charge = 0
- spin multiplicity = 1
- HOMO-LUMO gap (eV) = 9.746

Quick one: most stable of them? run x

Run w
Density functional theory data (ωB97M-V with the def2-TZVPD basis set) for the molecule C3H5BrO.

Each line ends with the Löwdin charge.
Atoms and positions in Å:
C 0.0360 1.2906 0.3808  -0.172
C 0.5341 -0.0200 -0.0584  -0.830
C -0.5678 -1.2352 -0.3227  -0.002
O 0.4424 0.9660 -0.9136  -0.038
Br 2.3989 -0.4664 0.5845  0.611
H -0.9877 1.5583 0.5361  0.097
H 0.5518 2.0689 1.0239  0.128
H -1.4967 -0.8267 0.1130  0.075
H -0.1710 -2.2071 0.0271  0.074
H -0.7400 -1.1284 -1.3706  0.056

Computed properties:
- HOMO (eV) = -10.1
- SMILES = C[C@]1(Br)CO1
- E_LUMO (eV) = 0.815
- net charge = 0
- spin multiplicity = 1
- HOMO-LUMO gap (eV) = 10.916

Run x
Density functional theory data (ωB97M-V with the def2-TZVPD basis set) for a cluster of 2 separate species, C3H5BrO in total.

Each line ends with the Löwdin charge.
Atoms and positions in Å:
C 0.4878 -1.0910 -0.0360  -0.088
C 0.7745 0.4197 -0.4794  -0.095
C -0.0490 0.0228 0.6888  -0.700
O -2.2846 0.5476 -0.0138  -0.305
Br 0.0987 0.5492 2.4552  0.826
H -0.2388 -1.5984 -0.7483  0.154
H 1.2287 -1.5186 0.4938  0.061
H 1.6620 0.9659 -0.1303  0.112
H 0.3426 0.7789 -1.2943  0.043
H -2.0221 0.9237 -0.9355  -0.007

Computed properties:
- HOMO (spin up / spin down) (eV) = -9.3 / -9.2
- E_LUMO (spin up / spin down) (eV) = -1.130 / -1.130
- net charge = 0
- spin multiplicity = 1
- HOMO-LUMO gap (spin up / spin down) (eV) = 8.121 / 8.115

Quick one: most stable of them? run w

Run w
Density functional theory data (ωB97M-V with the def2-TZVPD basis set) for the molecule C3H5BrO.

Each line ends with the Löwdin charge.
Atoms and positions in Å:
C 0.0574 1.2300 -1.0898  -0.155
C -0.5342 0.6888 0.1207  -0.921
C -0.3303 -0.5162 0.9642  -0.095
O 0.2927 1.7565 0.2038  -0.043
Br -2.4046 1.2332 0.2259  0.715
H 0.9718 0.8415 -1.4068  0.089
H -0.3866 1.7264 -1.9722  0.123
H 0.1136 -0.0880 1.9007  0.107
H 0.5286 -1.1314 0.5035  0.112
H -1.1694 -1.2082 1.0692  0.069

Computed properties:
- HOMO (eV) = -10.1
- SMILES = C[C@]1(Br)CO1
- E_LUMO (eV) = 0.893
- net charge = 0
- spin multiplicity = 1
- HOMO-LUMO gap (eV) = 10.963

Run x
Density functional theory data (ωB97M-V with the def2-TZVPD basis set) for a cluster of 2 separate species, C3H5BrO in total.

Each line ends with the Löwdin charge.
Atoms and positions in Å:
C -0.2951 1.5527 0.0403  -0.102
C -1.0056 0.4630 0.0544  -0.721
C 0.4345 -1.2454 0.1110  -0.113
O 1.7424 -0.7082 0.0816  -0.092
Br -2.6972 -0.2626 -0.0093  0.700
H -0.8357 2.4871 0.0285  0.056
H 0.7924 1.3726 0.1934  0.059
H 0.2415 -1.9641 0.9213  0.086
H -0.0446 -1.6238 -0.7518  0.036
H 1.6674 -0.0712 -0.6693  0.092

Computed properties:
- HOMO (eV) = -8.5
- E_LUMO (eV) = 0.720
- net charge = 0
- spin multiplicity = 1
- HOMO-LUMO gap (eV) = 9.257

Quick one: most stable of them? run w

Run w
Density functional theory data (ωB97M-V with the def2-TZVPD basis set) for a cluster of 2 separate species, C2H5S in total.

Each line ends with the Löwdin charge.
Atoms and positions in Å:
S -0.6114 2.1559 -1.0925  -0.289
H -0.6714 3.4964 -1.0845  -0.498
C 0.8105 -0.6804 0.3060  -0.126
C -0.3974 -1.2494 0.3453  -0.115
H 0.9726 0.1253 -0.4049  -0.046
H 1.6309 -0.9811 0.9544  0.033
H -0.4537 -2.2149 0.8354  0.019
H -1.2801 -0.6518 0.1409  0.022

Computed properties:
- HOMO (eV) = -2.4
- E_LUMO (eV) = 4.349
- net charge = -1
- spin multiplicity = 1
- HOMO-LUMO gap (eV) = 6.789

Run x
Density functional theory data (ωB97M-V with the def2-TZVPD basis set) for a cluster of 2 separate species, C2H5S in total.

Each line ends with the Löwdin charge.
Atoms and positions in Å:
S -2.9574 -1.2112 -1.4078  -0.459
H -4.2661 -1.2320 -1.6975  -0.527
C 1.2827 0.1204 -0.0666  -0.077
C 1.1408 0.6742 1.1258  -0.095
H 0.5777 -0.5869 -0.4939  0.046
H 2.1707 0.2795 -0.6667  0.036
H 0.2793 0.4666 1.7500  0.044
H 1.7723 1.4895 1.4567  0.031

Computed properties:
- HOMO (eV) = -2.3
- E_LUMO (eV) = 3.918
- net charge = -1
- spin multiplicity = 1
- HOMO-LUMO gap (eV) = 6.257

Quick one: most stable of them? run x